No. 1
The following is a quantum chemistry calculation of one molecule with the formula C18H22F3NO5, from OMol25.

XYZ file:
```
49
Properties=species:S:1:pos:R:3:forces:R:3
C -2.07739 4.13141 -2.44744 0.1 -0.2 0.3
C -2.18019 3.73679 -0.98261 -0.3 0.1 -0.2
O -0.96959 3.12103 -0.51943 0.0 0.2 -0.1
C -0.82668 1.83783 -0.77159 0.4 -0.2 -0.4
O -1.52662 1.16523 -1.48139 -0.1 0.0 0.0
C 0.52504 1.30909 -0.19941 0.0 0.3 0.2
N 0.25448 0.30578 0.80577 0.2 0.0 -0.3
C -0.90692 0.34916 1.52096 0.1 0.0 -0.1
O -1.77467 1.15097 1.23165 -0.2 -0.1 0.5
C -1.04180 -0.62000 2.63314 -0.2 -0.3 0.4
C -2.06931 -0.38801 3.54654 0.1 0.1 -0.2
C -2.26472 -1.24142 4.61520 0.0 0.0 0.0
C -1.44016 -2.34240 4.77917 0.0 0.0 0.0
C -0.42352 -2.58666 3.86968 0.1 -0.1 0.1
C -0.21906 -1.73177 2.80203 -0.1 0.2 -0.1
O 1.41589 0.85896 -1.17599 -0.2 0.1 0.3
C 1.00549 -0.08523 -2.16769 0.0 -0.4 -0.3
C 1.02660 -1.54756 -1.71694 0.2 0.4 0.3
C 2.29969 -1.92323 -0.95800 -0.1 0.1 -0.3
C 3.57125 -1.66635 -1.76014 -0.2 0.0 0.3
C -0.28496 -2.06244 -1.08857 0.0 0.2 0.1
O -0.48308 -2.98419 -2.16121 -0.4 -0.5 -0.2
C 0.67000 -2.51974 -2.85849 0.1 0.2 0.0
C 1.33160 2.44901 0.48019 0.3 0.2 0.2
F 2.48041 1.94712 0.96934 0.2 -0.3 0.0
F 0.69865 2.98764 1.52346 -0.3 -0.1 0.1
F 1.66439 3.43070 -0.35150 0.0 0.0 -0.3
H -1.20998 4.76821 -2.60346 0.0 0.1 0.0
H -1.98309 3.24461 -3.06884 0.0 0.0 -0.1
H -2.97326 4.67165 -2.73944 -0.1 0.1 -0.1
H -3.00261 3.03409 -0.82227 0.1 0.1 0.1
H -2.30192 4.61097 -0.34147 0.0 -0.1 0.0
H 1.05133 -0.21840 1.13581 -0.1 0.1 0.0
H -2.70152 0.47354 3.39583 -0.1 0.1 0.0
H -3.06041 -1.05032 5.31906 -0.1 0.0 0.1
H -1.59026 -3.01332 5.61162 0.0 -0.1 0.1
H 0.21360 -3.44978 3.99239 0.0 -0.1 0.0
H 0.56938 -1.95527 2.09862 0.1 0.0 -0.1
H 0.01575 0.16325 -2.55528 0.2 0.0 0.0
H 1.74216 0.05813 -2.96200 -0.1 0.0 0.0
H 2.23979 -2.98204 -0.69429 -0.1 0.0 0.1
H 2.35554 -1.34838 -0.03091 0.0 -0.1 0.1
H 3.73080 -0.59952 -1.88671 0.1 0.1 -0.1
H 3.51217 -2.13294 -2.74058 0.0 -0.1 -0.1
H 4.42912 -2.07842 -1.23426 0.1 0.0 0.0
H -1.09198 -1.32719 -1.03488 0.0 0.0 0.0
H -0.19194 -2.57943 -0.12942 0.1 0.0 0.0
H 0.40656 -2.04490 -3.80830 0.0 0.0 0.0
H 1.38595 -3.32621 -3.03798 0.1 0.0 0.0
```
Forces are in eV/Å.

Computed properties:
Frontier orbital gap   0.3631 Eh
E_HOMO   -9.592 eV
Charge   0
SMILES   CCOC(=O)[C@@](NC(=O)c1ccccc1)(OCC1(CC)COC1)C(F)(F)F
2S+1   1
LUMO energy   0.29 eV

No. 2
The following is a quantum chemistry calculation of a 2-piece molecular cluster, C2H3BrO overall, from OMol25.

XYZ file:
```
7
Properties=species:S:1:pos:R:3:forces:R:3
C 0.65021 0.57126 -0.05527 -0.6 0.8 0.9
C -0.02349 -0.74512 -0.08784 -1.4 0.4 -2.0
O 1.56042 1.24153 -0.22391 -0.7 -0.6 0.0
Br -1.47530 1.85977 0.93865 1.3 -0.7 -0.6
H -0.84812 -0.48710 -0.93170 1.4 -0.8 2.3
H -0.50061 -0.90488 0.93995 0.7 0.0 -1.8
H 0.63688 -1.53546 -0.57989 -0.6 0.9 1.2
```
Forces are in eV/Å.

Computed properties:
Frontier orbital gap   0.3139 Eh
E_HOMO   -9.092 eV
Charge   0
Energy relative to the best compared isomer or geometry (same formula, charge and spin)   1.1972 eV
2S+1   1
LUMO energy   -0.55 eV

No. 3
The following is a quantum chemistry calculation of a 8-piece molecular cluster, C35H73BN4O12P overall, from OMol25.

XYZ file:
```
126
Properties=species:S:1:pos:R:3:forces:R:3
C -0.20373 -0.40878 0.57923 0.0 -0.6 -1.0
C -0.18094 -1.26593 -0.72547 -0.3 1.5 0.6
O 0.40640 -2.59189 -0.46111 1.1 -1.0 -0.8
P 0.98343 -3.19251 -1.87096 -1.2 2.1 -1.5
O 0.06680 -2.81653 -2.95809 0.2 -0.5 -0.1
C 1.08514 -5.03809 -1.84361 0.3 0.4 0.8
C 0.35840 -5.71176 -0.64116 0.4 -1.0 -1.0
N 0.76198 -5.23078 0.68442 1.1 -0.3 -0.3
C 1.98425 -5.32877 1.21983 1.9 0.4 0.6
C 3.24067 -5.97650 0.66201 0.0 -0.3 -0.3
C 4.56120 -5.22012 1.00768 0.5 -1.3 0.5
C 5.09056 -5.59707 2.45028 0.2 1.3 -0.5
C 5.46918 -4.24468 3.14198 -0.5 -1.0 -0.4
O 6.22514 -4.42429 4.33110 -0.5 0.0 -0.3
N 2.08032 -4.76273 2.44524 -2.3 0.2 -1.7
C 0.79775 -4.31826 2.64652 2.4 -0.8 0.9
N 0.51078 -3.68177 3.79224 -0.6 0.4 0.1
N -0.00646 -4.60605 1.61291 -1.3 0.2 0.6
B -1.46259 -4.26053 1.58798 -1.5 0.6 -0.2
O -2.12953 -4.41621 2.81152 0.8 -0.4 -0.8
C -2.29944 -3.79091 0.34336 -0.6 -0.8 -0.1
C -3.55245 -4.77622 0.24142 0.7 0.1 0.2
O 2.42948 -2.47864 -2.15366 -0.6 -1.3 1.0
C 3.38945 -2.72362 -1.11254 0.5 0.2 1.2
C 3.33138 -1.70244 0.06226 0.0 -0.5 0.1
H -1.12756 -0.63216 1.14223 0.6 0.1 0.2
H -0.19012 0.66237 0.28529 -0.1 -0.8 0.3
H 0.72519 -0.62258 1.13646 -0.5 0.1 0.0
H -1.20165 -1.42346 -1.11751 0.6 0.0 0.1
H 0.43537 -0.69215 -1.44681 -0.5 -0.9 0.3
H 2.14327 -5.32331 -1.97009 -0.4 -0.1 0.3
H 0.56666 -5.38372 -2.75753 0.2 0.5 0.4
H 0.61988 -6.79006 -0.67293 -0.2 0.5 0.1
H -0.72326 -5.65932 -0.82793 0.4 0.2 0.6
H 3.21738 -6.17047 -0.42196 -0.4 0.2 0.4
H 3.31761 -6.97525 1.14376 -0.1 0.5 -0.3
H 4.51868 -4.13111 0.85311 -0.3 -0.4 0.2
H 5.33197 -5.61086 0.31278 -0.5 0.4 0.1
H 6.01005 -6.20829 2.37286 -0.5 0.2 0.1
H 4.31857 -6.15579 3.00683 0.4 0.3 -0.1
H 4.51762 -3.70528 3.33445 0.5 0.0 -0.1
H 6.05798 -3.68140 2.39274 0.0 -0.1 0.7
H 5.64950 -4.92176 4.92954 0.3 0.2 0.0
H -0.33924 -3.84212 4.31395 0.0 0.4 -0.4
H 1.16831 -2.97154 4.08620 -0.1 -0.5 0.2
H -2.27659 -5.36515 2.96863 0.0 0.4 0.4
H -1.76384 -3.80634 -0.61707 -0.2 0.4 0.4
H -2.73541 -2.78994 0.54363 0.6 -0.3 -0.2
H -4.40288 -4.38467 0.82218 0.4 -0.4 -0.2
H -3.86878 -4.93557 -0.80029 0.1 0.2 0.4
H -3.25642 -5.76921 0.63731 -0.5 0.3 -0.2
H 4.42875 -2.71677 -1.49297 -0.8 -0.1 -0.4
H 3.19399 -3.73409 -0.70030 0.3 0.4 -0.2
H 4.32380 -1.65843 0.55501 -0.4 0.2 -0.4
H 3.01913 -0.71094 -0.30544 0.2 -0.4 0.2
H 2.63580 -2.05239 0.85124 0.1 0.3 -0.5
C -2.38562 3.48607 2.05571 0.4 -0.1 0.1
C -2.21265 3.17037 0.59203 0.0 0.0 -0.1
O -1.18503 2.67587 0.17120 -0.1 0.1 0.1
C -3.36151 3.49263 -0.32450 0.6 -0.2 0.1
H -1.48265 3.20306 2.59694 0.0 0.0 0.0
H -2.55331 4.55737 2.18727 -0.2 0.0 0.0
H -3.22853 2.92332 2.46068 -0.1 0.2 0.0
H -3.57163 4.56243 -0.29529 -0.2 -0.1 0.1
H -4.24676 2.93084 -0.02508 -0.1 0.2 0.0
H -3.10072 3.21606 -1.34136 0.0 0.0 0.1
C 3.16189 1.69086 -3.20535 0.0 -0.4 0.2
C 2.06114 1.78604 -2.18552 0.0 0.0 -0.1
O 1.64536 0.80149 -1.60451 0.4 0.4 -0.1
C 1.49007 3.15015 -1.90926 -0.3 -0.2 0.3
H 3.47599 0.65133 -3.30246 -0.1 0.0 0.0
H 2.80269 2.04060 -4.17453 0.1 0.2 0.0
H 4.01806 2.28856 -2.88452 0.0 0.2 -0.2
H 1.05682 3.56423 -2.82171 0.2 0.1 0.0
H 2.27178 3.81156 -1.53084 0.0 0.1 -0.2
H 0.70716 3.06738 -1.15654 0.0 0.0 -0.1
C -7.41144 -5.15157 1.37053 0.3 -0.1 0.1
C -7.14590 -5.67689 -0.01842 0.1 -0.1 -0.1
O -6.10397 -6.23058 -0.29528 -0.1 0.0 0.1
C -8.23027 -5.48437 -1.04693 0.2 -0.1 -0.2
H -6.55074 -5.35766 2.00599 0.0 0.0 0.0
H -7.57294 -4.07257 1.33657 -0.2 0.0 0.0
H -8.28657 -5.64589 1.79487 -0.1 0.2 0.0
H -8.42729 -4.41996 -1.18616 -0.2 0.0 0.1
H -9.14118 -5.99326 -0.72760 -0.1 0.2 0.0
H -7.90663 -5.90809 -1.99629 0.0 0.0 0.1
C 7.72157 2.16113 -1.91602 -0.3 -0.1 0.0
C 7.25037 3.46074 -2.51955 -0.1 0.1 -0.1
O 6.08830 3.63449 -2.81453 0.0 -0.1 0.1
C 8.28502 4.53374 -2.74048 -0.2 0.2 -0.1
H 6.87529 1.48259 -1.81383 0.0 0.0 0.0
H 8.46691 1.69780 -2.56452 0.1 0.1 0.1
H 8.14796 2.34218 -0.92792 0.2 0.0 -0.1
H 9.05496 4.17365 -3.42488 0.1 0.0 0.2
H 8.73605 4.81812 -1.78829 0.2 -0.1 -0.1
H 7.80885 5.40960 -3.17822 0.0 -0.1 0.0
C -4.69318 7.54983 4.77054 -0.2 0.0 -0.2
C -3.61723 7.33419 3.73633 -0.1 0.0 -0.2
O -3.88628 7.21772 2.56163 0.1 -0.1 0.1
C -2.19182 7.26989 4.22700 0.1 -0.1 -0.3
H -5.66500 7.57526 4.28006 0.1 0.0 0.0
H -4.68539 6.73158 5.49287 0.1 0.1 0.1
H -4.53321 8.50029 5.28231 0.1 -0.1 0.2
H -2.07515 6.43934 4.92585 0.0 0.1 0.2
H -1.92276 8.20800 4.71493 0.0 -0.1 0.2
H -1.52513 7.11211 3.38040 0.0 0.0 0.0
C 0.41989 6.71771 0.45911 -0.1 0.2 0.2
C 1.46887 7.61605 -0.15115 0.0 0.2 0.1
O 1.56431 8.77876 0.16522 0.0 -0.1 0.0
C 2.39227 6.99967 -1.17307 0.1 0.3 0.0
H -0.17167 7.28861 1.17336 0.0 0.0 -0.1
H -0.24314 6.33537 -0.31951 0.1 -0.2 0.0
H 0.89820 5.88700 0.98226 -0.1 -0.1 -0.2
H 1.81255 6.63029 -2.02105 0.0 -0.2 0.1
H 2.95552 6.18211 -0.71906 -0.1 -0.1 -0.1
H 3.09320 7.75304 -1.52900 0.0 0.0 0.0
C -6.28159 4.45516 -4.42271 -0.1 0.2 0.3
C -5.30889 3.70659 -3.54744 -0.1 0.1 0.2
O -5.19500 3.96195 -2.36880 -0.2 0.0 -0.3
C -4.48293 2.62593 -4.20156 0.1 0.0 0.3
H -6.80579 5.19925 -3.82510 0.0 0.0 0.0
H -5.74548 4.96389 -5.22574 -0.1 -0.1 -0.1
H -7.01342 3.76319 -4.84310 0.1 0.0 -0.2
H -3.86880 3.05525 -4.99486 -0.1 -0.1 -0.1
H -5.13660 1.85479 -4.61242 0.0 0.1 -0.2
H -3.82817 2.17065 -3.45946 0.0 0.0 0.0
```
Forces are in eV/Å.

Computed properties:
Frontier orbital gap   0.2863 Eh
E_HOMO   -10.702 eV
Charge   +1
2S+1   1
LUMO energy   -2.91 eV

No. 4
The following is a quantum chemistry calculation of one molecule with the formula C4H5F2NO2, from OMol25.

XYZ file:
```
14
Properties=species:S:1:pos:R:3:forces:R:3
C -0.33606 -1.88261 0.11222 0.3 -0.8 -4.5
N -0.25144 -0.45091 0.06265 0.0 2.4 1.1
C -1.41321 0.37120 0.01581 1.0 -3.1 0.1
O -2.54902 -0.02041 0.02253 0.5 0.4 0.0
O -1.02958 1.61683 -0.06353 0.7 2.8 -0.2
C 0.37747 1.78321 -0.01033 2.1 0.6 3.2
C 0.98559 0.34028 -0.00800 -3.0 -0.3 0.8
F 1.68647 0.17280 -1.13240 0.4 -0.5 -0.8
F 1.83309 -0.01261 0.99653 -0.2 0.5 -0.1
H -1.39693 -2.25799 0.24152 1.5 0.7 0.2
H -0.00179 -2.07393 -1.01062 -1.1 -0.8 1.9
H 0.46305 -2.38208 0.63674 -0.2 0.2 1.0
H 0.77671 2.44885 0.92478 -1.5 -2.0 -1.6
H 0.85565 2.34738 -0.78791 -0.7 0.0 -1.1
```
Forces are in eV/Å.

Computed properties:
Frontier orbital gap   0.3986 Eh
E_HOMO   -10.090 eV
Charge   0
SMILES   CN1C(=O)OCC1(F)F
Energy relative to the best compared isomer or geometry (same formula, charge and spin)   0.0000 eV
2S+1   1
LUMO energy   0.75 eV

Question: What is the formula in the second record?
Answer: C2H3BrO

Please write out number 2 again, unchanged.
The following is a quantum chemistry calculation of a 2-piece molecular cluster, C2H3BrO overall, from OMol25.

XYZ file:
```
7
Properties=species:S:1:pos:R:3:forces:R:3
C 0.65021 0.57126 -0.05527 -0.6 0.8 0.9
C -0.02349 -0.74512 -0.08784 -1.4 0.4 -2.0
O 1.56042 1.24153 -0.22391 -0.7 -0.6 0.0
Br -1.47530 1.85977 0.93865 1.3 -0.7 -0.6
H -0.84812 -0.48710 -0.93170 1.4 -0.8 2.3
H -0.50061 -0.90488 0.93995 0.7 0.0 -1.8
H 0.63688 -1.53546 -0.57989 -0.6 0.9 1.2
```
Forces are in eV/Å.

Computed properties:
Frontier orbital gap   0.3139 Eh
E_HOMO   -9.092 eV
Charge   0
Energy relative to the best compared isomer or geometry (same formula, charge and spin)   1.1972 eV
2S+1   1
LUMO energy   -0.55 eV

Question: Among the records above, which one has the highest frontier orbital gap?
Answer: C4H5F2NO2